# 1
An isolated molecule of C2H3NOS2 at a distorted geometry, computed with ωB97M-V/def2-TZVPD.

```
! RIJCOSX wB97M-V def2-TZVPD def2/J DEFGRID3
* xyz 0 1
C -1.88851 -0.53312 0.11208
C 2.05950 0.29802 -0.02970
H -1.97651 -1.60281 0.37275
H -0.39735 0.97687 -0.22745
H 3.15393 -0.09486 -0.36890
N -0.56906 -0.09509 0.14845
O 1.88817 1.50163 0.09481
S -3.16286 0.45595 -0.06009
S 0.89269 -0.90658 -0.04195
*
```

The calculation puts the total energy at -1004.317508 a.u. Its HOMO energy is -9.03 eV. Its structure (SMILES) is O=CSNC=S. The value obtained for the energy above the lowest of the compared OMol25 structures with the same formula, charge and spin is 1.906 eV.

Results of the natural (NBO) charge analysis, in e, for atoms 1 through 8: -0.101, 0.129, 0.200, 0.443, 0.172, -0.785, -0.553, -0.045

***

# 2
An isolated molecule of C13H10N2O3S at a distorted geometry, computed with ωB97M-V/def2-TZVPD.

```
! RIJCOSX wB97M-V def2-TZVPD def2/J DEFGRID3
* xyz 0 1
O 0.25869 0.15867 4.22352
O 3.21816 -0.35311 0.93880
O -1.51673 3.76471 -2.61486
S 0.56263 -3.24369 0.99388
C 0.66061 -0.01787 3.12284
C 2.07044 -0.23189 1.34692
C -0.23314 -4.14036 -0.29410
C -0.59334 -3.29513 -1.34904
C -0.30087 -1.96393 -0.98190
C 0.31771 -1.75640 0.25937
C 0.32983 2.31894 -2.03787
C -1.71591 2.26951 -0.75162
C 0.82179 1.29625 -1.12935
C -1.18569 1.27727 0.06893
C -0.99445 2.82089 -1.86007
C 0.12656 0.76498 -0.02353
N 1.96843 0.09997 2.70579
N -0.04663 -0.42346 2.06172
C 0.64519 -0.38788 0.85177
H -2.49310 3.56469 -2.60939
H -0.08230 -5.21279 -0.29883
H -0.90788 -3.56981 -2.42333
H -0.58206 -1.13693 -1.65888
H 0.91341 2.62402 -2.96737
H -2.79575 2.40845 -0.63247
H 1.89230 0.98928 -1.19781
H -1.93524 0.90256 0.83933
H 2.59619 0.57163 3.31510
H -0.99886 -0.09854 2.10245
*
```

The calculation puts the total energy at -1234.791668 a.u. Its HOMO energy is -8.97 eV. Its structure (SMILES) is O=C1NC(=O)[C@@](c2ccc(O)cc2)(c2cccs2)N1. The value obtained for the energy above the lowest of the compared OMol25 structures with the same formula, charge and spin is 0.000 eV.

Results of the natural (NBO) charge analysis, in e, for atoms 1 through 8: -0.603, -0.539, -0.641, 0.491, 0.779, 0.691, -0.402, -0.260

***

# 3
A cluster of 2 separate species, BrH2NOS in total at a distorted geometry, computed with ωB97M-V/def2-TZVPD.

```
! RIJCOSX wB97M-V def2-TZVPD def2/J DEFGRID3
* xyz 0 3
N -1.16937 0.35885 0.30866
O 1.27673 1.05848 -0.61074
S -2.27103 -0.48207 0.60905
Br -1.56879 -2.79858 1.01298
H 1.71983 0.23312 -0.76567
H 2.01264 1.63019 -0.55428
*
```

The calculation puts the total energy at -3103.256786 a.u. Its HOMO energy (alpha / beta) is -8.06 / -11.04 eV. The value obtained for the energy above the lowest of the compared OMol25 structures with the same formula, charge and spin is 0.456 eV.

natural (NBO) analysis output, partial charges in e: -0.529, -0.914, 0.618, -0.093, 0.460, 0.459